(1)
Density functional theory data (ωB97M-V with the def2-TZVPD basis set) for a 2-piece molecular cluster, C3H5NO overall.

CARTESIAN COORDINATES (ANGSTROEM)
1 C -1.30822 1.20512 -0.17485
2 O -1.36172 0.70478 -1.26675
3 C 1.16109 -1.23162 -0.83905
4 C 1.19109 -0.63898 0.32786
5 N 1.27915 -0.09969 1.43111
6 H -1.89397 0.80779 0.67839
7 H -0.67166 2.08660 0.04266
8 H 0.41569 0.34713 1.75155
9 H 1.39231 -0.67879 -1.74430
10 H 0.84420 -2.26695 -0.91302

Summary:
* LUMO energy: 0.61 eV
* multiplicity: 1
* largest force on an atom: 0.0129 hartree/bohr
* SMILES: C=C=N.C=O
* energy relative to the best compared isomer or geometry (same formula, charge and spin): 233.3 kJ/mol
* DFT total energy: -6727.1549 eV



(2)
Density functional theory data (ωB97M-V with the def2-TZVPD basis set) for C3H5NO in the gas phase at a distorted geometry.

CARTESIAN COORDINATES (ANGSTROEM)
1 C 1.26408 -0.60910 -0.15093
2 C 0.26716 0.46829 -0.32608
3 C -0.90075 0.54239 0.64955
4 H 0.86471 -1.58867 0.31325
5 H 0.65383 1.33628 -0.86504
6 H -0.92585 -0.08493 1.55446
7 H -1.34691 1.47190 0.83237
8 H -1.14718 -1.01343 -0.71779
9 N -1.13336 0.03371 -0.70412
10 O 2.40428 -0.55644 -0.58566

Summary:
* LUMO energy: 0.80 eV
* multiplicity: 1
* largest force on an atom: 0.0334 hartree/bohr
* SMILES: O=C[C@@H]1CN1
* energy relative to the best compared isomer or geometry (same formula, charge and spin): 162.8 kJ/mol
* DFT total energy: -6727.8856 eV



(3)
Density functional theory data (ωB97M-V with the def2-TZVPD basis set) for C3H5NO in the gas phase at a distorted geometry.

CARTESIAN COORDINATES (ANGSTROEM)
1 C 0.76183 0.12017 -0.16364
2 N 0.44917 0.75393 -1.32755
3 C -0.00135 -0.02028 0.97572
4 C -1.13532 -0.86718 0.75193
5 O -1.87945 -1.42226 1.53217
6 H 1.18807 1.23415 -1.83049
7 H -0.52059 1.00900 -1.47376
8 H 1.84424 0.09503 -0.02336
9 H -1.06616 -1.06724 -0.42091
10 H 0.35956 0.16467 1.97989

Summary:
* LUMO energy: 0.16 eV
* multiplicity: 1
* largest force on an atom: 0.0728 hartree/bohr
* SMILES: N/C=C\C=O
* energy relative to the best compared isomer or geometry (same formula, charge and spin): 199.6 kJ/mol
* DFT total energy: -6727.5043 eV



(4)
Density functional theory data (ωB97M-V with the def2-TZVPD basis set) for a 2-piece molecular cluster, C3H5NO overall at a distorted geometry.

CARTESIAN COORDINATES (ANGSTROEM)
1 C 1.54330 -0.86782 0.12008
2 C 1.09044 0.27809 -0.04503
3 C 0.35287 1.41819 -0.10742
4 N -1.30574 -0.85781 0.11316
5 O -1.43570 0.43571 0.04961
6 H 2.18029 -1.71633 0.13600
7 H 0.31789 1.91665 -1.10016
8 H 0.10661 2.09447 0.70063
9 H -1.28572 -1.43845 0.90475
10 H -1.56423 -1.26270 -0.77162

Summary:
* LUMO energy (spin up / spin down): 0.15 / 0.28 eV
* multiplicity: 1
* largest force on an atom: 0.0725 hartree/bohr
* energy relative to the best compared isomer or geometry (same formula, charge and spin): 576.8 kJ/mol
* DFT total energy: -6723.5948 eV